{
  "formula": "C31H21BF12MnN2O4S",
  "method": "the ωB97M-V functional and the def2-TZVPD basis",
  "species": ["Mn", "C", "C", "C", "C", "C", "N", "C", "C", "C", "C", "C", "C", "C", "C", "O", "C", "F", "F", "F", "C", "F", "F", "F", "C", "C", "C", "O", "C", "F", "F", "F", "C", "F", "F", "F", "H", "H", "H", "H", "H", "H", "H", "H", "H", "H", "H", "H", "O", "B", "O", "C", "C", "C", "C", "C", "C", "H", "H", "H", "H", "S", "C", "N", "C", "C", "C", "C", "H", "H", "H", "H", "H"],
  "coordinates": [[-0.31, -0.78, -0.59], [3.92, 3.83, 2.56], [2.89, 3.18, 1.73], [1.70, 3.83, 1.38], [0.78, 3.22, 0.58], [0.98, 1.92, 0.05], [0.05, 1.35, -0.77], [-0.62, 2.10, -1.68], [-0.10, 3.34, -2.15], [-0.70, 4.06, -3.14], [-1.90, 3.64, -3.72], [-2.55, 4.37, -4.81], [-2.45, 2.42, -3.26], [-1.83, 1.64, -2.32], [-2.44, 0.27, -2.03], [-1.70, -0.42, -1.13], [-3.91, 0.34, -1.51], [-4.76, 0.67, -2.46], [-3.97, 1.26, -0.54], [-4.25, -0.83, -0.99], [-2.32, -0.62, -3.33], [-1.00, -0.94, -3.41], [-3.00, -1.75, -3.19], [-2.66, -0.03, -4.44], [2.15, 1.22, 0.49], [3.08, 1.86, 1.27], [2.39, -0.21, 0.00], [1.20, -0.85, -0.27], [3.14, -0.19, -1.38], [3.12, -1.41, -1.91], [4.38, 0.25, -1.29], [2.45, 0.61, -2.20], [3.09, -1.13, 1.04], [2.96, -2.39, 0.65], [4.37, -0.88, 1.24], [2.45, -1.01, 2.21], [3.67, 4.86, 2.79], [4.89, 3.78, 2.07], [4.05, 3.28, 3.50], [1.50, 4.83, 1.76], [-0.16, 3.72, 0.39], [0.86, 3.67, -1.78], [-0.23, 4.97, -3.49], [-2.33, 5.43, -4.78], [-3.62, 4.18, -4.85], [-2.15, 4.01, -5.77], [-3.39, 2.11, -3.70], [3.99, 1.35, 1.55], [-1.03, -1.74, 2.29], [-0.67, -0.77, 1.43], [-0.21, 0.35, 2.06], [-0.31, 0.08, 3.41], [0.02, 0.86, 4.50], [-0.22, 0.31, 5.75], [-0.75, -0.98, 5.89], [-1.04, -1.78, 4.80], [-0.83, -1.22, 3.56], [0.45, 1.84, 4.38], [0.00, 0.88, 6.64], [-0.92, -1.37, 6.89], [-1.41, -2.79, 4.91], [-0.98, -3.05, -0.98], [-0.53, -4.68, -0.52], [-1.56, -5.47, -0.15], [-1.45, -6.79, -0.01], [-0.24, -7.41, -0.25], [0.86, -6.63, -0.59], [0.72, -5.25, -0.72], [-2.47, -5.02, -0.03], [-2.33, -7.33, 0.30], [-0.16, -8.49, -0.16], [1.82, -7.08, -0.77], [1.55, -4.63, -1.01]],
  "charge": 3,
  "e_lumo_ev": -11.9686,
  "orbital_gap_ev": 3.992,
  "spin_multiplicity": 1
}